2 unconnected molecules or ions with the total composition C24H29N3O3 in a non-equilibrium geometry, computed with ωB97M-V with the def2-TZVPD basis set.

Summary:
E_HOMO   -8.199 eV
Energy relative to the best compared isomer or geometry (same formula, charge and spin)   368.48 kJ/mol
Structure (SMILES)   CNC(=O)[C@H](Cc1ccc(O)cc1)NC(C)=O.C#CCN[C@@H]1CCc2ccccc21
Maximum force   2.006 eV Å⁻¹

ORCA input file:
```
! RIJCOSX wB97M-V def2-TZVPD def2/J DEFGRID3
* xyz 0 1
O 0.28394 -3.14815 4.04231
O -3.60085 -4.81552 2.43645
C 3.66418 -0.42658 -3.38428
C 3.60298 0.77855 -3.24734
O 0.54313 -0.16131 -2.99469
C -0.24839 -2.12962 3.62318
C -2.56697 -4.31531 2.87331
C -2.35289 4.49710 -1.45250
C -2.10361 3.78259 -2.63227
C -0.91561 -1.85980 -2.15946
C 1.13501 -1.29709 -0.95611
C -1.28552 4.98975 -0.69204
C -0.78656 3.55352 -3.04976
C -1.24391 -2.79463 -1.16102
C 0.80395 -2.23535 0.04271
C 0.26725 -1.10112 -2.05386
C 0.02379 4.75826 -1.11962
C 0.27577 4.04270 -2.27989
C -0.39242 -2.97374 -0.05432
N -2.07945 -4.63163 4.07801
N 2.09333 2.53024 -2.87874
N -1.22732 -2.11402 2.71747
C 0.21267 -0.78529 4.13065
C -2.69893 -5.56842 5.01134
C 3.51414 2.22643 -3.07914
C 1.29263 5.19635 -0.46809
C 1.74651 3.91178 -2.51534
C 2.34299 4.31765 -1.15714
C -0.82082 -3.90688 1.06013
C -1.83970 -3.26181 2.01542
H 3.70925 -1.49093 -3.50769
H 1.27184 0.41018 -2.72176
H -3.37467 4.66858 -1.12738
H -2.93248 3.40014 -3.22056
H -1.57052 -1.69973 -3.00222
H 2.03959 -0.71326 -0.87542
H -1.47172 5.54617 0.22124
H -0.59352 2.99377 -3.95904
H -2.16160 -3.36240 -1.23527
H 1.45418 -2.37235 0.89629
H -1.19240 -4.21111 4.33597
H 1.54811 2.23087 -3.68786
H -1.56125 -1.20458 2.44293
H 1.06546 -0.93097 4.79255
H 0.50997 -0.16483 3.28762
H -0.59681 -0.30795 4.67887
H -3.56466 -5.09807 5.47997
H -1.98096 -5.85749 5.78033
H -3.03061 -6.46017 4.47563
H 4.11607 2.53106 -2.21646
H 3.90349 2.73676 -3.96681
H 1.47299 6.25710 -0.66905
H 1.27795 5.03517 0.61420
H 2.05757 4.61350 -3.29790
H 3.29401 4.84448 -1.27652
H 2.51543 3.42550 -0.54563
H 0.05394 -4.24137 1.61855
H -1.27450 -4.79035 0.60885
H -2.62349 -2.84634 1.38117
*
```

=====

C24H29N3O5S in the gas phase in a non-equilibrium geometry, computed with ωB97M-V with the def2-TZVPD basis set.

Summary:
E_HOMO   -8.540 eV
Energy relative to the best compared isomer or geometry (same formula, charge and spin)   283.14 kJ/mol
Structure (SMILES)   CCOc1ccc(N(CC(=O)NCCc2ccc(C)cc2)S(=O)(=O)c2c(C)noc2C)cc1
Maximum force   1.368 eV Å⁻¹

ORCA input file:
```
! RIJCOSX wB97M-V def2-TZVPD def2/J DEFGRID3
* xyz 0 1
C 4.89516 4.92238 1.02377
C 4.15206 4.75232 2.34562
O 2.75809 4.59008 2.16968
C 2.26048 3.39588 1.75467
C 2.99250 2.22852 1.55714
C 2.36008 1.06890 1.14699
C 0.98698 1.03807 0.94344
C 0.25126 2.20415 1.14142
C 0.88235 3.36604 1.53247
H 0.31961 4.27309 1.68698
H -0.81788 2.21090 0.99421
N 0.39679 -0.18041 0.53958
S 0.42674 -1.42742 1.68175
O 0.21380 -2.65516 0.97737
O 1.62564 -1.29764 2.45156
C -0.96344 -1.13144 2.72383
C -2.18497 -1.76160 2.69838
O -2.93585 -1.25665 3.68123
N -2.23348 -0.31153 4.36282
C -1.05297 -0.21957 3.81435
C -0.00044 0.69940 4.30294
H -0.16071 0.91071 5.35620
H 0.97470 0.24459 4.14468
H -0.03300 1.63801 3.75055
C -2.73301 -2.82913 1.84150
H -3.64722 -3.21799 2.28091
H -1.99129 -3.61661 1.72798
H -2.94292 -2.45120 0.83884
C -0.85116 -0.12318 -0.18884
C -1.08398 -1.38889 -1.01933
O -2.19178 -1.87810 -1.11767
N 0.00218 -1.81262 -1.67199
H 0.88987 -1.40699 -1.41854
C 0.01232 -2.99621 -2.49545
C 0.54978 -2.66772 -3.89567
C -0.29389 -1.59477 -4.52370
C -1.45001 -1.91972 -5.22138
C -2.25846 -0.93102 -5.74665
C -1.93988 0.41264 -5.58480
C -0.78669 0.73570 -4.88478
C 0.02528 -0.25457 -4.36062
H 0.92197 0.02171 -3.82306
H -0.51843 1.77409 -4.74677
C -2.83039 1.47443 -6.15546
H -3.81884 1.42273 -5.70020
H -2.95163 1.33269 -7.22860
H -2.41932 2.46542 -5.97985
H -3.15347 -1.20135 -6.28868
H -1.71756 -2.95817 -5.35418
H 1.58596 -2.33254 -3.81418
H 0.52608 -3.57545 -4.49994
H -1.02247 -3.33940 -2.55649
H 0.62046 -3.77301 -2.02120
H -0.80933 0.71963 -0.88621
H -1.72131 0.01141 0.46812
H 2.93148 0.16739 1.00170
H 4.05835 2.20227 1.71625
H 4.24301 5.66508 2.94105
H 4.56857 3.91998 2.92554
H 4.49064 5.77316 0.48130
H 4.79016 4.03728 0.40125
H 5.95014 5.09587 1.21683
*
```

=====

C24H29N5O2 in the gas phase, computed with ωB97M-V with the def2-TZVPD basis set.

Summary:
E_HOMO   -7.920 eV
Energy relative to the best compared isomer or geometry (same formula, charge and spin)   190.62 kJ/mol
Structure (SMILES)   Cc1cc(C)c2[nH]c(C(=O)N3CCC(n4nccc4NC(=O)C4CC4)CC3)c(C)c2c1
Maximum force   0.815 eV Å⁻¹

ORCA input file:
```
! RIJCOSX wB97M-V def2-TZVPD def2/J DEFGRID3
* xyz 0 1
C 0.58006 4.76483 -5.88948
C 0.57610 3.37964 -5.31225
C -0.35561 3.00277 -4.37207
C -0.31605 1.70057 -3.86537
C 0.67136 0.80015 -4.32592
C 1.62448 1.17029 -5.27832
C 1.54742 2.46234 -5.75028
H 2.26179 2.79197 -6.49183
C 2.65956 0.19431 -5.74958
H 2.18437 -0.67717 -6.20011
H 3.31117 0.65301 -6.48842
H 3.27021 -0.14902 -4.91427
N 0.48769 -0.38026 -3.67462
C -0.57449 -0.26465 -2.80942
C -1.10929 1.00118 -2.90869
C -2.32624 1.54630 -2.24077
H -2.06422 2.29264 -1.48912
H -2.95946 2.03268 -2.98127
H -2.89491 0.75127 -1.76576
C -1.01782 -1.48169 -2.10196
O -1.06025 -2.55335 -2.68631
N -1.41216 -1.34875 -0.80475
C -0.98547 -0.28637 0.07196
H -1.85754 0.09316 0.61929
H -0.56039 0.52349 -0.51840
C 0.06120 -0.79905 1.06676
H 0.94938 -1.12922 0.52513
H 0.35424 0.00899 1.74035
C -0.49333 -1.99183 1.85635
N 0.50024 -2.50525 2.76872
C 0.80539 -2.06581 4.01876
C 1.87077 -2.82031 4.46575
C 2.14853 -3.68485 3.40007
N 1.32987 -3.48458 2.38945
H 2.90820 -4.43763 3.33622
H 2.35857 -2.74376 5.41274
N 0.09929 -1.03565 4.62290
C 0.35523 -0.53145 5.87418
O 1.23991 -0.94279 6.58873
C -0.56256 0.57789 6.25961
C 0.01795 1.68168 7.11018
C -0.91421 0.69945 7.72220
H -0.49373 -0.04721 8.37792
H -1.91653 1.00957 7.97479
H 1.06552 1.59634 7.35440
H -0.32226 2.68946 6.92745
H -1.32091 0.84669 5.53453
H -0.65865 -0.63567 4.09065
C -0.92533 -3.07987 0.87403
C -1.93979 -2.50694 -0.11364
H -2.85208 -2.20498 0.41504
H -2.19188 -3.25212 -0.86939
H -1.36183 -3.92037 1.41323
H -0.04631 -3.44104 0.34146
H -1.37001 -1.67303 2.43951
H 0.97187 -1.24601 -3.84127
H -1.10537 3.69904 -4.02647
H -0.21695 5.36709 -5.46084
H 1.53188 5.25707 -5.69212
H 0.44337 4.72682 -6.96972
*
```

=====

Which value of maximum force does entry 2 give?
1.368 eV Å⁻¹

=====

Which formula does entry 3 have?
C24H29N5O2

=====

The highest energy relative to the best compared isomer or geometry (same formula, charge and spin) belongs to which entry?
C24H29N3O3

=====

maximum force of number 3 (C24H29N5O2)?
0.815 eV Å⁻¹